# 1
{
  "formula": "C5H5N",
  "method": "the ωB97M-V functional and the def2-TZVPD basis",
  "orbital_gap_ha": 0.416,
  "e_homo_ev": -10.49,
  "lumo_energy_ha": 0.0301,
  "smiles": "C=C1C[C@@H]1C#N",
  "de_lowest_kj_mol": 215.37,
  "symbols": ["H", "H", "N", "C", "C", "H", "C", "C", "C", "H", "H"],
  "xyz": [[-2.3284, -0.1091, 0.2961], [1.2147, 0.0819, -1.4571], [1.2723, -2.7389, 0.6425], [0.9076, 0.6364, -0.5723], [-1.7734, 0.5783, -0.3287], [-2.2646, 1.2547, -1.0301], [0.5421, -0.2428, 0.6382], [0.8964, -1.6444, 0.6183], [-0.4746, 0.4366, -0.2026], [0.6946, 0.1983, 1.6217], [1.4206, 1.5690, -0.3781]],
  "nbo_charge": [0.213, 0.242, -0.322, -0.406, -0.368, 0.217, -0.381, 0.284, 0.026, 0.259, 0.235]
}

---

# 2
{
  "formula": "CH4O2PS",
  "method": "the ωB97M-V functional and the def2-TZVPD basis",
  "orbital_gap_ha": [0.271, 0.271],
  "e_homo_ev": [-3.68, -3.68],
  "total_charge": -1,
  "lumo_energy_ha": [0.1359, 0.1359],
  "de_lowest_kj_mol": 278.96,
  "symbols": ["H", "S", "O", "H", "H", "H", "P", "O", "C"],
  "xyz": [[-0.4295, 0.6249, 1.8549], [1.5252, 0.6623, -2.2235], [-1.1012, -0.6505, -1.3773], [1.4226, -0.1580, 1.8462], [-0.0610, -1.1815, 1.6133], [-0.5875, -1.5385, -1.3328], [-0.0980, 0.6541, -1.0059], [-0.9835, 1.7986, -0.9129], [0.3130, -0.2115, 1.5381]],
  "nbo_charge": [0.203, -0.774, -1.023, 0.186, 0.160, 0.488, 1.813, -1.122, -0.930]
}

---

# 3
{
  "formula": "C4H16NO2",
  "method": "the ωB97M-V functional and the def2-TZVPD basis",
  "orbital_gap_ha": 0.428,
  "e_homo_ev": -14.72,
  "total_charge": 1,
  "lumo_energy_ha": -0.1135,
  "de_lowest_kj_mol": 241.24,
  "symbols": ["H", "C", "H", "C", "H", "H", "C", "H", "H", "O", "H", "C", "H", "H", "H", "H", "H", "H", "H", "H", "O", "H", "N"],
  "xyz": [[-0.6995, -2.0915, -0.7867], [-0.5430, 0.1116, -0.6267], [2.2157, -0.8203, 2.5223], [-0.1324, -1.2397, -0.1696], [-1.9099, 0.9205, 1.9752], [-2.4693, -0.7236, 1.5224], [-2.0000, 0.3954, -0.3272], [-3.4698, 0.8115, 1.3078], [-0.0986, -1.6021, 0.9419], [1.4153, 2.4639, -1.2742], [1.3359, 2.8886, -0.3715], [-2.4143, 0.2798, 1.2209], [0.1489, 0.9552, -0.2870], [1.1718, -1.2239, -1.7296], [-2.1086, 1.4226, -0.5472], [3.5762, -0.7863, 1.5567], [-2.7459, 0.0119, -1.0782], [1.4656, 3.3090, -1.8489], [1.5572, -2.3860, -0.6598], [-0.3791, 0.1030, -1.6947], [2.6210, -0.7542, 1.5553], [2.0647, -0.6392, -0.4380], [1.3981, -1.4061, -0.7633]],
  "nbo_charge": [0.222, -0.464, 0.517, -0.173, 0.225, 0.202, -0.418, 0.237, 0.246, -0.966, 0.478, -0.634, 0.246, 0.418, 0.226, 0.500, 0.232, 0.494, 0.439, 0.210, -1.006, 0.484, -0.714]
}

---

# 4
{
  "formula": "C6H8",
  "method": "the ωB97M-V functional and the def2-TZVPD basis",
  "orbital_gap_ha": 0.364,
  "e_homo_ev": -8.75,
  "lumo_energy_ha": 0.0428,
  "smiles": "C#CCC1CC1",
  "de_lowest_kj_mol": 386.46,
  "symbols": ["C", "H", "H", "C", "C", "H", "H", "H", "C", "H", "C", "C", "H", "H"],
  "xyz": [[-0.1831, -0.2862, 0.5979], [2.0343, -0.1188, 0.2375], [0.1223, 0.5182, 2.6483], [1.0564, 0.3435, 0.1339], [0.5548, -0.5847, -1.9660], [-0.2182, 1.7891, 1.3749], [-1.9609, 0.4987, -0.5037], [1.0539, 1.2746, -0.4255], [0.0634, 0.7603, 1.5751], [1.4392, -0.5924, -2.5512], [-0.6182, -0.6961, -1.6432], [-1.3657, -0.4192, -0.4195], [-2.0252, -1.2252, -0.0860], [0.0470, -1.2619, 1.0274]],
  "nbo_charge": [-0.269, 0.221, 0.213, -0.383, -0.234, 0.204, 0.229, 0.220, -0.390, 0.229, -0.014, -0.477, 0.232, 0.218]
}

---

# 5
{
  "formula": "C31H16F5O8S",
  "method": "the ωB97M-V functional and the def2-TZVPD basis",
  "orbital_gap_ha": 0.228,
  "e_homo_ev": -5.74,
  "total_charge": -1,
  "lumo_energy_ha": 0.0170,
  "symbols": ["C", "H", "C", "H", "C", "H", "C", "H", "C", "H", "C", "C", "H", "C", "H", "C", "O", "F", "O", "C", "H", "O", "O", "H", "C", "C", "C", "F", "C", "C", "C", "C", "C", "H", "H", "F", "C", "C", "C", "C", "H", "C", "C", "C", "O", "H", "F", "C", "O", "H", "O", "S", "C", "O", "C", "C", "C", "F", "C", "H", "H"],
  "xyz": [[-6.4878, -4.3181, 1.6316], [-0.7475, 5.1167, -0.6670], [3.8607, -0.9902, 1.9641], [-6.4614, -7.7080, 1.9056], [1.1675, 0.3334, 1.6611], [0.4344, -9.1346, 0.2094], [3.2484, 5.4014, -1.8309], [-1.9085, -9.5087, 0.9202], [-2.9402, -4.9858, 0.5445], [-0.3558, -4.9343, -0.2459], [0.3759, -1.0311, 1.2141], [0.9398, 6.3256, -1.2835], [-4.8247, -3.1035, 1.0037], [-6.0958, -6.7021, 1.7071], [5.3581, 7.8904, -2.8185], [-0.7739, 8.5066, -0.9410], [3.5285, 1.7915, 1.4782], [-1.0880, -1.0227, 1.5641], [-2.5582, -3.8575, 0.2561], [2.7737, 7.8389, -2.0281], [3.8054, 3.3160, -1.6524], [3.1557, 8.9672, -2.3165], [3.4947, -1.4494, 3.1788], [-7.9741, -5.7700, 2.2056], [5.4584, 4.5296, -2.3091], [-0.2555, -8.2951, 0.2635], [0.1786, -7.0124, -0.0700], [1.2233, 0.5085, 3.1553], [-4.7741, -6.4991, 1.2891], [5.8925, 5.8123, -2.6426], [-3.8645, -7.6550, 1.1530], [1.8494, 5.1697, -1.4196], [0.5373, 8.7094, -1.3745], [1.2058, -6.8508, -0.3894], [-7.1494, -3.4669, 1.7759], [0.4384, -1.0853, -0.2912], [5.0108, 6.8911, -2.5613], [-0.7031, -5.9336, 0.0113], [-2.0253, -6.1385, 0.4274], [-1.5768, -8.5036, 0.6646], [-2.2602, 7.0547, -0.3670], [4.1371, 4.3211, -1.9080], [-0.3819, 6.1226, -0.8655], [-6.9495, -5.6111, 1.8766], [5.0486, -1.5985, 1.3438], [6.1483, 3.6901, -2.3632], [0.3869, 1.4870, 1.1401], [3.6886, 6.6863, -2.1452], [3.1322, 0.2038, -0.4576], [6.9197, 5.9739, -2.9620], [1.4502, 4.0353, -1.1872], [2.9694, 0.4018, 1.0752], [-1.2356, 7.2136, -0.6960], [-4.2637, -8.7894, 1.3854], [-2.4655, -7.4233, 0.7416], [-5.1766, -4.1153, 1.1981], [1.3940, 7.6163, -1.5521], [0.9514, -2.2915, 1.7453], [-4.3199, -5.2084, 1.0205], [-1.4355, 9.3578, -0.7967], [0.8892, 9.7213, -1.5689]],
  "nbo_charge": [-0.194, 0.245, 0.473, 0.235, 0.413, 0.217, -0.051, 0.235, 0.591, 0.252, 0.932, -0.110, 0.246, -0.173, 0.233, -0.204, -0.864, -0.329, -0.524, 0.541, 0.264, -0.543, -0.641, 0.215, -0.190, -0.197, -0.185, -0.317, -0.063, -0.201, 0.523, 0.511, -0.153, 0.227, 0.217, -0.323, -0.157, -0.182, -0.065, -0.153, 0.216, -0.161, -0.150, -0.203, -0.685, 0.226, -0.316, -0.157, -0.850, 0.213, -0.494, 1.814, -0.198, -0.538, -0.162, -0.162, -0.132, -0.301, -0.157, 0.213, 0.235]
}

---

# 6
{
  "formula": "C4H8N2",
  "method": "the ωB97M-V functional and the def2-TZVPD basis",
  "orbital_gap_ha": 0.382,
  "e_homo_ev": -9.30,
  "lumo_energy_ha": 0.0402,
  "smiles": "C1N[C@H]1[C@H]1CN1",
  "de_lowest_kj_mol": 209.76,
  "symbols": ["H", "N", "H", "H", "C", "H", "H", "H", "C", "H", "C", "H", "C", "N"],
  "xyz": [[0.4788, -2.0272, 1.0811], [0.8113, -1.1517, 0.6893], [-1.7923, 2.3621, 0.1475], [2.0103, -0.7290, -1.0624], [-0.2665, 0.8305, -0.4291], [1.1153, -2.3260, -1.1454], [-0.0848, 1.2657, -1.4096], [-1.8003, 0.8241, 1.1450], [-1.2472, 1.4771, 0.4704], [0.5254, 1.0422, 1.4149], [-0.0978, -0.6633, -0.3473], [-1.0077, -1.2374, -0.5157], [1.1706, -1.3267, -0.7170], [0.1850, 1.6595, 0.6782]],
  "nbo_charge": [0.355, -0.600, 0.197, 0.202, -0.107, 0.193, 0.199, 0.186, -0.258, 0.370, -0.105, 0.197, -0.253, -0.576]
}

---

# 7
{
  "formula": "C4H5FO",
  "method": "the ωB97M-V functional and the def2-TZVPD basis",
  "orbital_gap_ha": 0.380,
  "e_homo_ev": -9.60,
  "lumo_energy_ha": 0.0271,
  "smiles": "C#C[C@H](F)CO",
  "de_lowest_kj_mol": 386.84,
  "symbols": ["C", "C", "C", "H", "F", "H", "H", "C", "H", "O", "H"],
  "xyz": [[0.9191, 0.0283, 0.1581], [-0.0508, -0.0936, 1.3289], [-0.7594, 1.5191, -1.5639], [-1.8841, -0.9554, 1.1907], [1.0488, -1.3207, -0.2011], [-0.0879, 0.9484, 1.9846], [-1.0746, 2.0496, -2.4441], [0.0692, 0.8893, -0.7887], [0.3075, -0.7647, 2.1683], [-1.2326, -0.4812, 0.4817], [2.0920, 0.4001, 0.2498]],
  "nbo_charge": [0.110, -0.118, -0.215, 0.481, -0.358, 0.181, 0.244, -0.046, 0.204, -0.705, 0.221]
}

---

# 8
{
  "formula": "C26H48BrN4PSiTl",
  "method": "the ωB97M-V functional and the def2-TZVPD basis",
  "orbital_gap_ha": 0.321,
  "e_homo_ev": -10.81,
  "total_charge": 1,
  "lumo_energy_ha": -0.0760,
  "de_lowest_kj_mol": 0.00,
  "symbols": ["C", "H", "H", "C", "H", "Si", "H", "C", "C", "H", "H", "H", "N", "C", "H", "C", "H", "H", "P", "C", "C", "H", "C", "C", "C", "C", "H", "C", "C", "N", "H", "C", "H", "N", "H", "H", "H", "H", "H", "Tl", "C", "H", "H", "H", "H", "H", "H", "H", "H", "H", "H", "H", "H", "N", "H", "C", "H", "H", "C", "C", "C", "H", "C", "H", "H", "H", "H", "H", "C", "H", "H", "H", "H", "C", "H", "H", "H", "Br", "C", "C", "H", "C"],
  "xyz": [[0.9488, -3.5048, -0.3172], [1.2491, 1.8862, -4.1190], [0.9393, -5.6467, -0.5479], [0.4363, -4.7835, -0.1337], [-1.0868, 5.9531, 0.6273], [1.7402, 1.5323, -1.7252], [2.5070, 1.7523, 1.3962], [0.8356, 3.0094, -1.0266], [0.5699, 1.8140, 2.2868], [3.9304, -1.1494, 3.0371], [-4.0627, -2.8917, -2.2811], [-3.3714, -1.8355, -0.1044], [3.5078, -1.2374, 0.3694], [-0.5518, 5.1323, 0.1679], [1.8629, -3.4012, -0.8928], [-3.5619, -0.7863, -0.3446], [-3.2057, 1.8635, -4.6038], [-5.6447, -0.9295, 0.2004], [-2.3040, -0.3374, -1.6430], [0.3060, -2.3814, 0.2009], [-3.2879, 0.7801, -2.7359], [-2.3222, -3.9849, 1.6632], [-0.7393, -4.9432, 0.5808], [-3.4607, -2.5457, -3.1216], [-0.5640, 3.0341, -1.0047], [1.9641, -0.1380, 4.1183], [0.1418, 1.9971, 3.2776], [4.2718, -0.2456, 1.1448], [2.0707, 1.5528, 2.3787], [-0.1184, 0.6955, 1.6172], [-0.2202, -0.0799, 2.2899], [-2.1735, -1.8791, -2.6470], [-3.2341, -3.4157, -3.7389], [-0.0967, -1.4382, 3.8294], [-0.6703, -1.1527, 4.6158], [5.3394, -0.4817, 1.1735], [0.1357, 0.7021, -3.4192], [-2.3352, 4.0879, -0.4110], [4.4316, 0.5328, 3.1316], [1.0471, -0.4008, -0.2235], [1.1705, 1.0416, -3.4303], [1.8201, -2.1982, 3.5497], [2.6041, 4.1031, -0.4584], [-0.4217, -2.3566, 3.5496], [-2.2092, 0.4160, -4.5950], [1.7857, 0.2275, -3.8200], [-1.5376, -1.6263, -3.5014], [-4.2186, 0.2869, -3.0193], [-1.0381, 0.9958, 1.3136], [2.8227, -0.0730, 4.7989], [-1.1224, 2.2112, -1.4457], [-1.5857, -2.5773, -2.0411], [3.9814, -1.4252, -0.5085], [2.3730, 0.1730, 2.7420], [3.9722, 2.2442, -0.8119], [0.8352, 5.1327, 0.1456], [3.7964, 2.5835, -2.5285], [3.4759, -2.1204, 0.8720], [-5.0469, -0.5876, -0.6456], [-1.4024, -3.8463, 1.1096], [-0.8728, -2.5774, 0.9139], [-5.3672, -1.1479, -1.5225], [1.3174, -1.5094, 4.2315], [1.2518, 0.6168, 4.4601], [2.5241, 2.2738, 3.0768], [-1.6801, 1.8638, -3.7333], [0.4163, 2.7211, 1.7014], [-4.0722, -1.8705, -3.7214], [3.5831, 1.8468, -1.7489], [-3.3047, -0.2230, 0.5582], [-5.2896, 0.4614, -0.8126], [-3.5718, 1.6428, -2.1255], [4.1425, 0.9431, -1.9975], [-2.5486, 1.2539, -3.9833], [-1.4065, -1.7339, 1.3339], [4.1762, 0.7164, 0.6440], [1.4401, -1.8969, 5.2470], [-1.4521, -6.6722, 0.8341], [-1.2524, 4.0824, -0.4140], [3.7833, -0.1661, 2.5796], [1.3840, 5.9552, 0.5856], [1.5207, 4.0802, -0.4481]],
  "lowdin_charge": [-0.141, 0.052, 0.106, -0.122, 0.109, 0.459, 0.087, -0.316, -0.208, 0.126, 0.065, 0.059, -0.025, -0.075, 0.092, -0.411, 0.078, 0.076, 0.943, -0.338, -0.426, 0.107, -0.695, -0.135, -0.121, -0.186, 0.117, -0.236, -0.191, -0.027, 0.037, -0.408, 0.076, 0.010, 0.090, 0.126, -0.013, 0.107, 0.135, 0.919, -0.208, 0.113, 0.098, 0.067, 0.069, 0.040, 0.069, 0.066, 0.081, 0.125, 0.047, 0.059, 0.087, -0.173, 0.017, -0.076, 0.052, 0.086, -0.148, -0.130, -0.186, 0.059, -0.225, 0.116, 0.140, 0.045, 0.095, 0.067, -0.209, 0.057, 0.067, 0.076, 0.035, -0.149, 0.073, 0.074, 0.115, 0.769, -0.074, -0.191, 0.109, -0.104]
}

---

| no. | DFT total energy (eV) |
| --- | --- |
| 1 | -6753.67570 |
| 2 | -25322.39662 |
| 3 | -9984.88099 |
| 4 | -6346.77843 |
| 5 | -73206.26685 |
| 6 | -7255.70136 |
| 7 | -8989.02022 |
| 8 | -125599.57641 |